(1)
{"formula": "C7H8N3O3", "method": "wB97M-V/def2-TZVPD", "largest_force_ev_per_a": 6.3, "molar_mass_g_mol": 182.16, "total_charge": -1, "orbital_gap_ev": [5.024, 5.032], "de_lowest_kj_mol": 666.0, "total_energy_ev": -17994.9388, "species": ["C", "C", "C", "C", "C", "C", "C", "N", "N", "N", "O", "O", "O", "H", "H", "H", "H", "H", "H", "H", "H"], "coordinates": [[-1.360, -1.396, -0.142], [-0.060, -1.545, -0.134], [-1.290, 1.003, -0.215], [0.066, 0.900, -0.075], [-2.049, -0.166, -0.151], [0.628, -0.354, -0.149], [0.791, 2.193, -0.074], [2.934, -1.665, 0.537], [2.555, -0.320, 0.285], [-3.495, -0.043, -0.034], [3.347, 0.042, -0.705], [-4.082, -1.103, 0.240], [-4.042, 1.034, -0.302], [-2.051, -2.245, -0.256], [0.516, -2.454, 0.015], [-1.885, 1.950, -0.277], [1.739, 2.393, 0.442], [0.882, 2.533, -1.107], [0.116, 2.962, 0.309], [2.870, -1.927, 1.543], [3.870, -1.790, 0.250]], "nbo_charge": [-0.18, -0.29, -0.16, -0.12, -0.04, 0.11, -0.61, -0.73, 0.06, 0.53, -0.70, -0.42, -0.42, 0.21, 0.23, 0.22, 0.24, 0.21, 0.18, 0.32, 0.36]}

(2)
{"formula": "C7H8N3O5", "method": "wB97M-V/def2-TZVPD", "largest_force_ev_per_a": 4.9, "molar_mass_g_mol": 214.16, "total_charge": -1, "orbital_gap_ev": [6.640, 6.640], "de_lowest_kj_mol": 498.4, "smiles": "[H]/N=C1\\C(=[N+]([O-])[O-])C(OC)=C[C@@]1(N=O)OC", "total_energy_ev": -22089.4486, "species": ["H", "N", "C", "C", "N", "O", "O", "C", "O", "C", "C", "C", "N", "O", "O", "C", "H", "H", "H", "H", "H", "H", "H"], "coordinates": [[3.083, 1.566, -1.079], [2.462, 0.699, -1.429], [1.733, 0.286, -0.474], [1.445, 0.817, 0.880], [2.059, 1.880, 1.455], [1.663, 2.266, 2.562], [3.156, 2.331, 0.957], [0.292, 0.064, 1.381], [-0.060, 0.345, 2.608], [-1.059, -0.493, 3.206], [-0.056, -0.940, 0.541], [0.616, -0.679, -0.871], [0.924, -1.963, -1.456], [0.699, -2.033, -2.675], [-0.462, 0.058, -1.604], [0.050, 0.653, -2.762], [-0.634, -1.391, 3.678], [-1.991, -0.637, 2.468], [-1.604, 0.166, 4.010], [-0.708, -1.812, 0.705], [0.707, -0.009, -3.444], [0.972, 1.356, -2.490], [-0.681, 1.263, -3.188]], "nbo_charge": [0.38, -0.68, 0.26, -0.18, 0.48, -0.49, -0.57, 0.37, -0.46, -0.27, -0.41, 0.21, 0.14, -0.30, -0.53, -0.29, 0.19, 0.19, 0.19, 0.22, 0.19, 0.20, 0.17]}

(3)
{"formula": "C7H8NO6", "method": "wB97M-V/def2-TZVPD", "largest_force_ev_per_a": 7.4, "molar_mass_g_mol": 202.14, "total_charge": -1, "orbital_gap_ev": 8.481, "de_lowest_kj_mol": 147.4, "smiles": "CC[C@]1([O-])OC(=O)C[C@H]2O[C@]21[N+](=O)[O-]", "total_energy_ev": -21159.8918, "species": ["C", "C", "C", "O", "O", "C", "O", "C", "C", "O", "C", "N", "O", "O", "H", "H", "H", "H", "H", "H", "H", "H"], "coordinates": [[1.029, -0.479, 2.172], [1.075, 0.082, 0.788], [-0.229, 0.266, 0.081], [-1.296, 0.366, 0.756], [-0.211, -1.227, -0.685], [-1.085, -1.428, -1.629], [-1.152, -2.419, -2.293], [-1.919, -0.164, -2.058], [-1.141, 1.085, -2.219], [-1.424, 2.114, -1.325], [-0.008, 1.303, -1.177], [0.960, 2.156, -1.674], [2.065, 1.663, -1.880], [0.839, 3.366, -1.780], [1.908, -0.565, 2.693], [0.557, -1.515, 2.181], [0.357, 0.162, 2.789], [1.738, -0.607, 0.144], [1.619, 0.970, 0.764], [-2.375, -0.584, -2.992], [-2.664, 0.091, -1.287], [-0.791, 1.371, -3.268]], "nbo_charge": [-0.59, -0.47, 0.60, -0.73, -0.60, 0.82, -0.65, -0.60, 0.12, -0.47, 0.19, 0.48, -0.41, -0.38, 0.19, 0.21, 0.21, 0.22, 0.20, 0.23, 0.27, 0.17]}

(4)
{"formula": "C7H8O", "method": "wB97M-V/def2-TZVPD", "largest_force_ev_per_a": 2.7, "molar_mass_g_mol": 108.14, "orbital_gap_ev": 10.002, "de_lowest_kj_mol": 279.8, "total_energy_ev": -9433.3424, "species": ["C", "C", "C", "C", "C", "C", "C", "H", "H", "H", "H", "H", "H", "H", "H", "O"], "coordinates": [[0.553, -0.273, 2.013], [0.844, -0.130, 0.571], [0.084, 1.050, -0.236], [0.463, 0.254, -1.541], [0.149, -0.953, -0.575], [-1.376, -0.644, -0.302], [-1.373, 0.674, -0.123], [-0.532, -0.489, 2.332], [1.917, -0.066, 0.409], [0.399, 2.054, -0.025], [1.540, 0.296, -1.892], [-0.193, 0.344, -2.397], [0.477, -1.961, -0.788], [-2.169, -1.293, -0.253], [-2.215, 1.371, -0.055], [1.435, -0.234, 2.863]], "nbo_charge": [0.42, -0.31, -0.23, -0.37, -0.23, -0.20, -0.21, 0.12, 0.23, 0.22, 0.21, 0.21, 0.22, 0.21, 0.23, -0.52]}

(5)
{"formula": "C7H8O", "method": "wB97M-V/def2-TZVPD", "largest_force_ev_per_a": 3.3, "molar_mass_g_mol": 108.14, "orbital_gap_ev": 9.566, "de_lowest_kj_mol": 613.7, "smiles": "C#CC(=C)OC.C#C", "total_energy_ev": -9429.8820, "species": ["C", "C", "C", "C", "O", "C", "H", "H", "H", "H", "H", "H", "C", "C", "H", "H"], "coordinates": [[-0.859, -2.247, -2.037], [-0.191, -1.439, -1.451], [0.650, -0.548, -0.705], [1.233, 0.498, -1.326], [0.736, -0.851, 0.591], [1.025, 0.254, 1.736], [-1.421, -3.003, -2.510], [1.095, 0.641, -2.384], [1.869, 1.193, -0.804], [0.637, 1.269, 1.819], [2.103, 0.359, 1.602], [0.745, -0.350, 2.596], [-1.526, 1.398, 0.403], [-2.288, 0.756, 1.067], [-0.884, 1.873, -0.299], [-2.922, 0.198, 1.702]], "nbo_charge": [-0.19, -0.05, 0.26, -0.51, -0.52, -0.25, 0.23, 0.22, 0.20, 0.21, 0.19, 0.21, -0.25, -0.23, 0.24, 0.23]}

(6)
{"formula": "C7H8O2", "method": "wB97M-V/def2-TZVPD", "largest_force_ev_per_a": 5.8, "molar_mass_g_mol": 124.14, "orbital_gap_ev": [7.200, 7.201], "de_lowest_kj_mol": 674.4, "total_energy_ev": -11476.5703, "species": ["C", "C", "C", "C", "C", "C", "C", "O", "O", "H", "H", "H", "H", "H", "H", "H", "H"], "coordinates": [[-0.381, 0.690, 1.321], [-0.911, 1.365, 2.143], [0.895, -0.280, -0.952], [1.809, 0.189, -0.077], [0.745, -1.419, -1.690], [-1.629, 2.219, 3.192], [-0.402, -1.476, -2.675], [1.483, -2.556, -1.474], [2.830, 0.575, 0.296], [0.171, 0.478, -0.916], [-1.771, 1.540, 4.021], [-2.415, 2.673, 2.783], [-0.922, 2.957, 3.561], [-0.659, -2.551, -2.801], [-0.034, -1.050, -3.615], [-1.212, -0.868, -2.151], [2.402, -2.488, -0.965]], "nbo_charge": [-0.49, -0.20, -0.58, 0.90, 0.49, -0.66, -0.67, -0.67, -0.38, 0.33, 0.22, 0.21, 0.21, 0.25, 0.25, 0.26, 0.51]}

(7)
{"formula": "C7H8O2", "method": "wB97M-V/def2-TZVPD", "largest_force_ev_per_a": 3.0, "molar_mass_g_mol": 124.14, "orbital_gap_ev": 9.400, "de_lowest_kj_mol": 380.8, "smiles": "C#CC(=O)[C@@H]1OC1(C)C", "total_energy_ev": -11479.6130, "species": ["C", "C", "C", "O", "C", "O", "C", "C", "C", "H", "H", "H", "H", "H", "H", "H", "H"], "coordinates": [[-3.587, -1.274, 0.942], [-2.535, -1.228, 0.365], [-1.265, -1.308, -0.335], [-0.766, -2.376, -0.653], [-0.681, -0.004, -0.618], [0.391, 0.034, -1.533], [0.952, 0.480, -0.380], [1.427, 1.904, -0.415], [1.657, -0.456, 0.556], [-4.463, -1.408, 1.520], [-1.302, 0.881, -0.539], [1.185, 2.365, -1.372], [2.504, 1.962, -0.274], [0.936, 2.486, 0.367], [1.626, -0.081, 1.580], [1.216, -1.448, 0.531], [2.706, -0.527, 0.257]], "nbo_charge": [-0.14, -0.12, 0.43, -0.50, -0.08, -0.46, 0.39, -0.67, -0.66, 0.24, 0.20, 0.24, 0.23, 0.23, 0.22, 0.25, 0.22]}

(8)
{"formula": "C7H8O2", "method": "wB97M-V/def2-TZVPD", "largest_force_ev_per_a": 3.2, "molar_mass_g_mol": 124.14, "orbital_gap_ev": 9.363, "de_lowest_kj_mol": 142.0, "smiles": "COc1ccccc1O", "total_energy_ev": -11482.0886, "species": ["C", "O", "C", "C", "C", "C", "C", "C", "O", "H", "H", "H", "H", "H", "H", "H", "H"], "coordinates": [[2.529, -0.552, 0.326], [1.715, -0.207, -0.720], [0.376, -0.190, -0.285], [-0.412, -1.357, -0.285], [-1.783, -1.256, -0.239], [-2.274, 0.060, 0.011], [-1.524, 1.267, 0.014], [-0.132, 1.145, -0.242], [0.754, 2.170, -0.294], [2.141, -0.214, 1.346], [2.610, -1.657, 0.573], [3.510, -0.095, 0.096], [0.178, -2.256, -0.521], [-2.430, -2.128, -0.109], [-3.396, 0.140, 0.127], [-2.103, 2.202, 0.227], [0.239, 2.930, -0.025]], "nbo_charge": [-0.25, -0.51, 0.21, -0.23, -0.25, -0.19, -0.31, 0.29, -0.64, 0.17, 0.16, 0.20, 0.23, 0.23, 0.21, 0.23, 0.48]}

(9)
{"formula": "C7H8O2S", "method": "wB97M-V/def2-TZVPD", "largest_force_ev_per_a": 3.2, "molar_mass_g_mol": 156.21, "orbital_gap_ev": [7.295, 7.292], "de_lowest_kj_mol": 298.1, "total_energy_ev": -22315.3006, "species": ["C", "C", "C", "C", "C", "C", "C", "O", "O", "S", "H", "H", "H", "H", "H", "H", "H", "H"], "coordinates": [[-1.897, -0.862, 0.130], [-0.516, -0.713, 0.314], [-2.863, -0.451, -0.872], [0.549, -0.078, -0.406], [-2.876, 0.559, -1.706], [2.006, 0.353, 1.609], [1.983, -0.165, 0.150], [-2.945, 1.323, -2.574], [1.628, 1.727, -1.863], [0.357, 1.016, -1.638], [-2.421, -1.657, 0.700], [-0.136, -1.139, 1.268], [-3.841, -0.625, -0.424], [3.078, 0.636, 1.828], [1.741, -0.462, 2.264], [1.541, 1.329, 1.594], [2.079, -1.250, 0.199], [2.533, 0.460, -0.574]], "nbo_charge": [-0.12, -0.29, -0.60, -0.28, 0.76, -0.62, -0.46, -0.41, -0.93, 1.09, 0.22, 0.22, 0.28, 0.22, 0.21, 0.22, 0.22, 0.27]}

(10)
{"formula": "C7H8O2S", "method": "wB97M-V/def2-TZVPD", "largest_force_ev_per_a": 4.8, "molar_mass_g_mol": 156.21, "orbital_gap_ev": 7.912, "de_lowest_kj_mol": 297.2, "total_energy_ev": -22315.3099, "species": ["C", "C", "C", "C", "C", "C", "C", "O", "O", "S", "H", "H", "H", "H", "H", "H", "H", "H"], "coordinates": [[0.945, 1.988, 0.021], [-0.202, 1.204, 0.256], [2.198, 1.489, -0.074], [-0.283, -0.176, 0.325], [1.089, -0.953, 0.385], [-2.175, -1.056, -0.760], [-1.496, -0.960, 0.569], [1.115, -2.091, 0.713], [3.828, -0.435, 0.133], [2.550, -0.153, -0.514], [0.777, 3.027, 0.194], [-1.235, 1.735, 0.110], [3.057, 2.254, -0.239], [-2.911, -0.355, -1.018], [-2.691, -1.993, -0.743], [-1.382, -0.912, -1.600], [-1.086, -2.059, 0.782], [-2.100, -0.554, 1.460]], "nbo_charge": [-0.22, -0.20, -0.44, -0.05, 0.36, -0.60, -0.47, -0.49, -0.94, 1.25, 0.22, 0.22, 0.26, 0.21, 0.22, 0.21, 0.25, 0.24]}

(11)
{"formula": "C7H8O2S", "method": "wB97M-V/def2-TZVPD", "largest_force_ev_per_a": 3.4, "molar_mass_g_mol": 156.21, "orbital_gap_ev": [8.191, 8.190], "de_lowest_kj_mol": 420.4, "total_energy_ev": -22314.0331, "species": ["C", "C", "C", "C", "C", "C", "C", "O", "O", "S", "H", "H", "H", "H", "H", "H", "H", "H"], "coordinates": [[0.319, 0.026, -0.189], [-1.073, -0.366, 0.111], [1.367, -0.109, 0.848], [0.964, 1.226, 0.369], [1.186, 2.541, 0.407], [0.661, -0.427, -1.660], [-1.161, -1.595, 0.864], [2.146, -0.782, 1.490], [-3.595, 0.072, 0.188], [-2.330, 0.628, -0.312], [2.045, 2.832, 0.977], [0.619, 3.288, -0.100], [0.519, 0.340, -2.358], [0.163, -1.285, -2.085], [1.695, -0.488, -1.935], [-1.469, -1.399, 1.860], [-0.152, -2.234, 0.951], [-1.903, -2.269, 0.574]], "nbo_charge": [-0.24, -0.24, 0.59, -0.12, -0.29, -0.60, -0.69, -0.48, -0.92, 1.14, 0.21, 0.21, 0.22, 0.23, 0.23, 0.26, 0.24, 0.25]}

(12)
{"formula": "C7H8O4", "method": "wB97M-V/def2-TZVPD", "largest_force_ev_per_a": 4.1, "molar_mass_g_mol": 156.14, "orbital_gap_ev": 8.732, "de_lowest_kj_mol": 482.5, "total_energy_ev": -15573.5771, "species": ["C", "C", "C", "C", "C", "C", "C", "O", "O", "O", "O", "H", "H", "H", "H", "H", "H", "H", "H"], "coordinates": [[1.784, 0.200, 0.050], [1.179, 1.587, 0.091], [-1.015, -0.646, -0.319], [-0.091, 1.689, -0.401], [-0.040, -1.314, 0.577], [-1.128, 2.516, 0.357], [0.469, -2.618, -0.147], [2.647, -0.267, -0.642], [-1.956, -1.312, -0.666], [1.123, -0.493, 1.105], [-0.781, 0.505, -0.986], [0.305, 2.282, -1.385], [-0.342, -1.621, 1.576], [-1.835, 2.920, -0.274], [-0.575, 3.431, 0.918], [-1.629, 1.882, 1.130], [-0.180, -2.720, -1.033], [0.499, -3.535, 0.573], [1.567, -2.484, -0.524]], "nbo_charge": [0.68, 0.09, 0.75, -0.11, -0.03, -0.60, -0.64, -0.53, -0.54, -0.55, -0.53, 0.33, 0.25, 0.22, 0.24, 0.23, 0.24, 0.23, 0.25]}